(1)
C62H88F9O4P2RbSeSi3 | ωB97M-V/def2-TZVPD

Geometry (Å):
Rb  -1.01  1.22  0.71
C  -0.81  -1.10  -7.30
C  0.59  -1.52  -6.83
C  0.89  -2.90  -7.41
C  1.63  -0.53  -7.38
C  0.64  -1.51  -5.30
C  0.35  -0.33  -4.61
C  0.36  -0.30  -3.23
Se  -0.07  1.31  -2.27
C  -1.93  1.48  -2.69
C  -2.64  0.87  -3.69
C  -4.02  1.12  -3.82
C  -4.58  2.00  -2.91
C  -3.89  2.66  -1.89
C  -2.48  2.44  -1.77
O  -1.65  2.97  -0.95
C  -4.72  3.61  -1.01
C  -3.94  4.28  0.11
C  -5.32  4.72  -1.89
C  -5.86  2.81  -0.34
C  -4.79  0.48  -4.97
C  -4.27  1.07  -6.30
C  -4.59  -1.04  -4.99
C  -6.29  0.76  -4.89
C  0.71  -1.42  -2.41
O  0.72  -1.32  -1.13
C  1.02  -2.63  -3.14
C  0.96  -2.62  -4.53
C  1.45  -3.88  -2.38
C  1.75  -5.07  -3.31
C  2.72  -3.57  -1.58
C  0.34  -4.32  -1.41
H  -0.87  -1.09  -8.40
H  -1.06  -0.10  -6.95
H  -1.56  -1.79  -6.92
H  0.85  -2.86  -8.50
H  0.15  -3.63  -7.07
H  1.88  -3.24  -7.11
H  1.58  -0.48  -8.48
H  2.63  -0.85  -7.10
H  1.47  0.47  -6.99
H  0.12  0.58  -5.14
H  -2.14  0.17  -4.35
H  -5.65  2.19  -2.99
H  -3.10  4.85  -0.29
H  -3.54  3.56  0.81
H  -4.60  4.96  0.65
H  -4.52  5.28  -2.37
H  -5.91  5.41  -1.28
H  -5.97  4.31  -2.67
H  -5.44  2.02  0.27
H  -6.53  2.37  -1.07
H  -6.45  3.47  0.31
H  -3.21  0.86  -6.42
H  -4.41  2.15  -6.31
H  -4.81  0.64  -7.15
H  -3.53  -1.30  -5.05
H  -5.10  -1.48  -5.85
H  -5.00  -1.49  -4.08
H  -6.50  1.83  -4.94
H  -6.71  0.37  -3.95
H  -6.80  0.27  -5.72
H  1.18  -3.55  -5.05
H  2.55  -4.82  -4.01
H  0.87  -5.37  -3.87
H  2.08  -5.92  -2.70
H  3.51  -3.22  -2.24
H  3.07  -4.46  -1.05
H  2.50  -2.79  -0.85
H  -0.59  -4.50  -1.94
H  0.18  -3.53  -0.67
H  0.63  -5.24  -0.89
C  -1.78  6.27  1.80
O  -1.30  5.03  2.21
Si  -1.43  4.37  3.73
C  -3.23  3.79  3.93
C  -1.26  5.80  4.99
C  -0.17  3.09  3.90
Si  1.54  3.60  3.50
C  2.46  2.49  2.22
C  1.62  5.31  2.65
C  2.69  3.75  5.03
Si  -0.61  1.70  4.99
C  0.83  0.52  5.33
C  -2.00  0.57  4.30
C  -1.26  2.19  6.73
H  -1.36  7.09  2.39
H  -2.88  6.33  1.87
H  -1.51  6.43  0.75
H  -3.93  4.63  3.94
H  -3.36  3.24  4.87
H  -3.51  3.12  3.11
H  -2.06  6.55  4.91
H  -0.30  6.32  4.86
H  -1.27  5.41  6.01
H  1.79  1.71  1.84
H  3.33  1.98  2.64
H  2.80  3.09  1.37
H  1.09  5.26  1.70
H  2.65  5.61  2.46
H  1.14  6.09  3.25
H  3.73  3.50  4.81
H  2.34  3.10  5.83
H  2.68  4.77  5.42
H  1.30  0.26  4.37
H  0.52  -0.40  5.82
H  1.60  0.99  5.95
H  -2.29  0.87  3.29
H  -2.90  0.63  4.92
H  -1.69  -0.48  4.26
H  -0.44  2.49  7.39
H  -1.80  1.37  7.22
H  -1.95  3.04  6.65
F  6.46  -2.89  8.07
C  6.63  -1.69  7.47
F  6.30  -0.75  8.38
F  7.97  -1.56  7.27
C  5.86  -1.56  6.20
C  5.47  -0.31  5.74
C  4.76  -0.22  4.56
C  4.43  -1.36  3.81
C  4.84  -2.60  4.29
C  5.56  -2.70  5.47
P  3.39  -1.06  2.31
C  2.65  -2.71  2.04
C  1.30  -2.84  2.35
C  0.66  -4.06  2.26
C  1.37  -5.18  1.85
C  2.71  -5.06  1.49
C  3.34  -3.83  1.57
C  0.74  -6.53  1.82
F  -0.57  -6.51  2.11
F  1.32  -7.37  2.72
F  0.87  -7.13  0.62
C  4.66  -1.06  0.98
C  6.03  -1.22  1.18
C  6.92  -1.13  0.12
C  6.43  -0.87  -1.15
C  5.07  -0.70  -1.37
C  4.19  -0.78  -0.31
C  7.37  -0.76  -2.31
F  8.63  -1.14  -2.00
F  7.46  0.50  -2.78
F  6.99  -1.53  -3.36
H  5.70  0.58  6.30
H  4.44  0.75  4.20
H  4.60  -3.50  3.75
H  5.87  -3.67  5.83
H  0.75  -1.96  2.66
H  -0.40  -4.15  2.50
H  3.25  -5.94  1.15
H  4.37  -3.74  1.25
H  6.42  -1.42  2.18
H  7.98  -1.27  0.28
H  4.70  -0.49  -2.37
H  3.13  -0.65  -0.47
C  -2.43  -1.68  -1.13
P  -3.58  -1.20  0.17
C  -3.88  -2.69  1.17
C  -5.15  -0.88  -0.69
O  -3.16  -0.07  1.04
H  -2.68  -2.68  -1.50
H  -1.40  -1.67  -0.78
H  -2.52  -0.96  -1.95
H  -4.04  -3.59  0.57
H  -4.75  -2.51  1.81
H  -3.01  -2.83  1.81
H  -5.51  -1.78  -1.19
H  -4.96  -0.09  -1.43
H  -5.88  -0.53  0.03

Its spin multiplicity is 1. Its total charge is -2. The calculation puts the relative energy (zero: lowest compared OMol25 entry of this formula, charge and spin) at 0.0 kJ/mol. The frontier orbital gap is 5.473 eV.

Löwdin population analysis, charges in e, atoms 1 to 99: Rb 0.78; C -0.06; C -0.56; C -0.08; C -0.06; C -0.20; C -0.11; C -0.42; Se 1.09; C -0.41; C -0.08; C -0.21; C -0.04; C -0.10; C -0.49; O -0.37; C -0.53; C -0.06; C -0.05; C -0.05; C -0.56; C -0.05; C -0.05; C -0.07; C -0.45; O -0.19; C -0.10; C 0.00; C -0.52; C -0.08; C -0.04; C -0.04; H 0.08; H 0.06; H 0.08; H 0.08; H 0.08; H 0.08; H 0.07; H 0.08; H 0.08; H 0.10; H 0.09; H 0.08; H 0.08; H 0.08; H 0.08; H 0.09; H 0.08; H 0.07; H 0.08; H 0.07; H 0.08; H 0.06; H 0.09; H 0.08; H 0.07; H 0.08; H 0.08; H 0.08; H 0.08; H 0.08; H 0.07; H 0.08; H 0.08; H 0.08; H 0.09; H 0.07; H 0.05; H 0.09; H 0.06; H 0.06; C -0.17; O -0.29; Si 0.26; C -0.15; C -0.17; C -0.44; Si 0.40; C -0.19; C -0.19; C -0.19; Si 0.36; C -0.19; C -0.19; C -0.20; H 0.07; H 0.07; H 0.08; H 0.02; H 0.01; H 0.02; H 0.02; H 0.01; H 0.01; H -0.02; H -0.02; H 0.03; H 0.03


(2)
C62H90O16S4 | ωB97M-V/def2-TZVPD

Geometry (Å):
C  -5.83  -0.66  -0.66
S  -5.84  -1.34  1.04
O  -7.27  -1.17  1.52
C  -5.76  -3.11  0.65
H  -5.98  0.41  -0.82
H  -6.62  -1.16  -1.21
H  -4.78  -0.75  -0.94
H  -6.57  -3.32  -0.05
H  -5.95  -3.73  1.53
H  -4.79  -3.44  0.28
C  -0.11  6.01  4.75
S  0.72  4.57  4.12
O  -0.32  3.42  4.23
C  0.62  4.98  2.30
H  0.55  6.82  4.46
H  0.05  5.98  5.82
H  -1.09  6.13  4.29
H  0.77  6.05  2.14
H  -0.38  4.77  1.92
H  1.38  4.46  1.72
C  -1.65  4.42  -2.53
S  -0.10  3.44  -2.80
O  0.13  3.39  -4.34
C  1.14  4.61  -2.08
H  -2.54  3.87  -2.82
H  -1.50  5.37  -3.06
H  -1.68  4.79  -1.51
H  2.03  4.02  -2.31
H  1.15  4.80  -1.00
H  1.04  5.58  -2.55
C  -3.28  3.44  2.30
S  -4.72  3.24  1.04
O  -4.19  2.31  -0.04
C  -5.84  2.25  2.17
H  -3.02  2.51  2.81
H  -3.42  4.22  3.04
H  -2.38  3.66  1.74
H  -5.30  1.49  2.73
H  -6.60  1.79  1.53
H  -6.27  2.94  2.90
C  2.79  -0.12  3.86
C  1.84  0.77  4.30
C  2.22  1.66  5.29
C  3.52  1.83  5.65
C  4.52  1.04  5.11
C  4.10  0.03  4.24
H  2.40  -0.85  3.17
H  0.81  0.74  3.98
H  1.51  2.35  5.73
H  3.79  2.56  6.40
H  5.54  1.19  5.43
H  4.85  -0.64  3.85
C  -0.41  -4.65  -1.86
C  -1.66  -4.28  -1.41
C  -2.52  -3.58  -2.30
C  -2.02  -3.14  -3.52
C  -0.69  -3.35  -3.89
C  0.13  -4.22  -3.09
H  0.17  -5.35  -1.28
H  -2.02  -4.52  -0.42
H  -3.56  -3.41  -2.04
H  -2.63  -2.50  -4.15
H  -0.27  -3.12  -4.86
H  1.11  -4.52  -3.41
C  0.44  -4.68  7.05
C  1.78  -4.87  7.29
C  2.69  -3.86  7.08
C  2.33  -2.66  6.57
C  1.05  -2.43  6.26
C  0.08  -3.42  6.48
H  -0.28  -5.40  7.41
H  2.08  -5.77  7.81
H  3.71  -3.91  7.44
H  3.05  -1.85  6.51
H  0.85  -1.49  5.77
H  -0.94  -3.13  6.29
C  -3.73  -0.87  6.70
C  -2.54  -0.67  6.03
C  -2.42  -0.75  4.65
C  -3.55  -1.15  3.89
C  -4.72  -1.43  4.53
C  -4.87  -1.19  5.90
H  -3.67  -0.72  7.77
H  -1.69  -0.36  6.62
H  -1.47  -0.67  4.14
H  -3.45  -1.24  2.82
H  -5.55  -1.66  3.89
H  -5.80  -1.41  6.40
C  0.44  1.20  -8.51
C  1.17  0.81  -9.58
C  1.73  -0.45  -9.60
C  1.56  -1.39  -8.57
C  0.89  -0.96  -7.45
C  0.33  0.36  -7.41
H  -0.09  2.14  -8.55
H  1.27  1.37  -10.50
H  2.26  -0.80  -10.47
H  1.98  -2.39  -8.58
H  0.79  -1.63  -6.61
H  -0.28  0.64  -6.56
O  6.78  -2.17  -0.36
C  5.62  -2.40  -0.70
O  4.79  -3.02  0.19
C  3.49  -3.18  -0.36
C  3.68  -3.18  -1.85
C  5.03  -2.41  -2.06
H  2.76  -2.45  -0.01
H  3.19  -4.19  -0.08
H  2.88  -2.66  -2.38
H  3.74  -4.16  -2.34
H  4.73  -1.37  -2.20
H  5.69  -2.77  -2.85
O  5.07  5.35  -0.17
C  5.09  4.14  -0.21
O  4.95  3.40  0.89
C  4.92  2.02  0.62
C  5.51  1.83  -0.78
C  5.19  3.25  -1.42
H  3.97  1.56  0.89
H  5.63  1.57  1.32
H  5.24  0.89  -1.26
H  6.59  1.78  -0.66
H  4.33  3.12  -2.07
H  5.95  3.58  -2.12
O  2.01  -0.14  -1.56
C  0.98  0.08  -0.93
O  0.78  1.20  -0.17
C  -0.42  1.14  0.56
C  -1.21  0.04  -0.15
C  -0.21  -0.82  -0.91
H  -1.01  2.06  0.49
H  -0.32  0.91  1.62
H  -1.98  0.40  -0.83
H  -1.80  -0.55  0.55
H  -0.58  -1.05  -1.91
H  -0.09  -1.70  -0.29
O  0.70  -2.45  1.87
C  0.00  -3.21  2.49
O  -1.31  -3.16  2.45
C  -1.93  -4.18  3.16
C  -0.81  -5.22  3.42
C  0.45  -4.43  3.24
H  -2.71  -4.76  2.67
H  -2.26  -3.65  4.05
H  -0.78  -5.96  2.62
H  -0.90  -5.70  4.40
H  1.14  -4.99  2.60
H  1.02  -4.15  4.13
O  -7.25  0.65  -3.99
C  -6.04  0.74  -3.98
O  -5.23  -0.31  -3.79
C  -3.84  0.04  -3.90
C  -3.79  1.49  -3.65
C  -5.13  1.97  -4.15
H  -3.41  -0.15  -4.88
H  -3.34  -0.59  -3.17
H  -2.95  1.93  -4.19
H  -3.74  1.76  -2.59
H  -5.17  1.97  -5.24
H  -5.47  2.91  -3.72
O  4.34  4.57  -6.02
C  4.14  3.47  -5.68
O  4.52  3.07  -4.49
C  4.41  1.66  -4.41
C  3.57  1.22  -5.57
C  3.54  2.37  -6.50
H  4.04  1.40  -3.42
H  5.39  1.23  -4.60
H  2.58  0.97  -5.19
H  3.88  0.36  -6.16
H  2.53  2.61  -6.86
H  4.14  2.16  -7.39

Its spin multiplicity is 1. The frontier orbital gap is 9.191 eV.

Löwdin population analysis, charges in e, atoms 1 to 99: C -0.24; S 0.80; O -0.56; C -0.24; H 0.04; H 0.07; H 0.04; H 0.06; H 0.05; H 0.03; C -0.28; S 0.87; O -0.59; C -0.22; H 0.05; H 0.06; H 0.06; H 0.05; H 0.03; H 0.04; C -0.23; S 0.83; O -0.58; C -0.22; H 0.02; H 0.05; H 0.04; H 0.03; H 0.04; H 0.06; C -0.22; S 0.87; O -0.61; C -0.23; H 0.04; H 0.05; H 0.00; H 0.04; H 0.04; H 0.05; C -0.11; C -0.10; C -0.12; C -0.10; C -0.08; C -0.10; H 0.09; H 0.09; H 0.08; H 0.10; H 0.10; H 0.10; C -0.11; C -0.08; C -0.07; C -0.11; C -0.07; C -0.06; H 0.10; H 0.09; H 0.09; H 0.08; H 0.08; H 0.09; C -0.08; C -0.10; C -0.09; C -0.11; C -0.11; C -0.08; H 0.10; H 0.10; H 0.11; H 0.11; H 0.09; H 0.08; C -0.07; C -0.12; C -0.08; C -0.13; C -0.11; C -0.06; H 0.10; H 0.10; H 0.09; H 0.07; H 0.08; H 0.10; C -0.11; C -0.11; C -0.10; C -0.09; C -0.09; C -0.07; H 0.11; H 0.11; H 0.10; H 0.10; H 0.08


| no. | maximum force (hartree/bohr) | electronic energy (eV) |
| --- | --- | --- |
| 1 | 0.0321 | -206593.1303 |
| 2 | 0.0717 | -141849.6872 |